Computed, not measured: an isolated molecule of C5H11N, with the ωB97M-V functional and the def2-TZVPD basis.

Each line ends with the natural charge from an NBO analysis.
Atoms and positions in Å:
C -0.8030 -2.1882 -0.2362  -0.647
C -0.1727 -0.9600 -0.8767  -0.392
C 0.1942 0.1896 0.1974  0.124
C 0.5238 1.6010 -0.5524  -0.466
C -0.5291 1.4941 0.4397  -0.431
H -0.2584 -2.8133 0.5616  0.245
H -1.3192 -2.7311 -1.1444  0.215
H -1.7337 -1.6684 0.2366  0.209
H -0.9078 -0.1550 -1.4426  0.227
H 0.8102 -1.2414 -1.4885  0.211
H 0.9463 0.8387 2.0039  0.363
H 2.2199 0.0508 1.0502  0.365
H 1.2557 2.0019 -0.0238  0.196
H 0.5824 1.6886 -1.6649  0.222
H -0.3143 2.1118 1.3560  0.211
H -1.6779 1.7287 0.2490  0.216
N 1.1835 0.0522 1.3350  -0.866

Computed properties:
- energy relative to the best compared isomer or geometry (same formula, charge and spin) (kJ/mol) = 376.6
- electronic energy (eV) = -6849.6254
- SMILES = CCC1(N)CC1
- total charge = 0
- HOMO (eV) = -8.334
- gap between HOMO and LUMO (eV) = 9.394